Entry 1:
111
Properties=species:S:1:pos:R:3 method="wB97M-V/def2-TZVPD" total_charge=-2 relative_energy_ev=0.094 lumo_energy_ev=4.09 e_tot_ev=-103494.720 e_homo_ev=-1.771 largest_force_ha_per_bohr=0.02325
Sr 0.694 -0.068 0.040
C -0.415 -1.993 2.600
C 0.447 -2.667 1.572
N 1.669 -2.295 1.454
N 2.390 -3.101 0.576
C 3.149 -2.550 -0.297
S 3.512 -0.908 -0.666
S 4.002 -3.712 -1.370
C 3.062 -5.249 -1.130
C 3.699 -6.251 -0.208
C 3.973 -5.922 1.120
C 4.537 -6.856 1.973
C 4.845 -8.134 1.519
C 4.581 -8.469 0.200
C 4.011 -7.531 -0.653
C -0.168 -3.639 0.630
C -0.478 -4.942 0.972
C -0.998 -5.824 0.028
C -1.232 -5.350 -1.260
C -0.945 -4.042 -1.615
C -0.365 -3.143 -0.693
O -0.008 -1.937 -0.994
H -0.896 -2.751 3.225
H -1.234 -1.433 2.132
H 0.175 -1.325 3.228
H 2.917 -5.688 -2.118
H 2.088 -4.947 -0.740
H 3.727 -4.924 1.461
H 4.739 -6.585 3.003
H 5.289 -8.861 2.189
H 4.818 -9.460 -0.168
H 3.802 -7.797 -1.684
H -0.284 -5.285 1.985
H -1.220 -6.850 0.293
H -1.655 -6.016 -2.005
H -1.129 -3.687 -2.622
C 2.059 2.972 -2.948
C 1.364 1.883 -3.770
C 2.403 0.848 -4.215
P 0.054 1.105 -2.709
C -0.931 -0.042 -3.794
C -1.578 0.600 -5.016
C -0.170 -1.312 -4.180
C -1.132 2.462 -2.435
C -1.238 3.532 -3.316
C -2.141 4.568 -3.140
C -2.985 4.504 -2.035
C -2.909 3.459 -1.141
C -1.971 2.394 -1.280
N -1.934 1.305 -0.467
C -2.610 1.329 0.743
C -2.382 2.343 1.699
C -2.939 2.306 2.958
C -3.769 1.252 3.322
C -4.023 0.254 2.395
C -3.477 0.267 1.105
P -3.705 -1.083 -0.125
C -5.040 -0.416 -1.261
C -4.707 0.945 -1.859
C -5.287 -1.433 -2.378
C -4.691 -2.356 0.845
C -4.552 -3.742 0.216
C -6.166 -2.061 1.130
H 2.799 3.489 -3.566
H 1.365 3.705 -2.540
H 2.587 2.530 -2.098
H 0.920 2.331 -4.665
H 2.717 0.210 -3.385
H 2.034 0.205 -5.013
H 3.293 1.363 -4.590
H -1.718 -0.342 -3.090
H -0.818 0.898 -5.746
H -2.241 -0.118 -5.511
H -2.164 1.481 -4.755
H 0.487 -1.133 -5.033
H 0.418 -1.700 -3.349
H -0.882 -2.088 -4.482
H -0.585 3.566 -4.181
H -2.187 5.393 -3.840
H -3.723 5.283 -1.868
H -3.597 3.442 -0.308
H -1.705 3.146 1.439
H -2.700 3.091 3.667
H -4.205 1.199 4.313
H -4.673 -0.552 2.697
H -5.957 -0.303 -0.676
H -3.803 0.912 -2.469
H -5.537 1.271 -2.496
H -4.549 1.701 -1.094
H -4.345 -1.727 -2.848
H -5.771 -2.342 -2.015
H -5.930 -0.998 -3.149
H -4.151 -2.402 1.795
H -5.103 -3.818 -0.723
H -3.510 -3.980 0.006
H -4.952 -4.509 0.889
H -6.770 -2.258 0.240
H -6.540 -2.717 1.923
H -6.349 -1.030 1.431
Te 1.047 2.933 1.180
C 3.107 3.414 1.305
C 3.512 4.683 1.728
C 4.854 5.031 1.794
C 5.837 4.115 1.441
C 5.452 2.847 1.024
C 4.109 2.502 0.958
H 2.756 5.409 2.006
H 5.134 6.026 2.125
H 6.886 4.384 1.491
H 6.199 2.110 0.748
H 3.842 1.501 0.643



Entry 2:
80
Properties=species:S:1:pos:R:3 method="wB97M-V/def2-TZVPD" relative_energy_ev=2.904 lumo_energy_ev=-1.63 smiles="O=[N+]([O-])c1ccccc1.O=[N+]([O-])c1ccccc1.O=[N+]([O-])c1ccccc1.O=[N+]([O-])c1ccccc1.CN(C)C=O.CN(C)C=O" e_tot_ev=-61048.612 e_homo_ev=-9.134 largest_force_ha_per_bohr=0.37386
O 2.289 3.692 2.754
N 2.376 4.004 1.570
O 1.940 5.041 1.008
C 3.154 3.074 0.713
C 3.635 3.671 -0.676
C 4.521 2.741 -1.517
C 4.996 1.403 -0.977
C 4.642 1.068 0.249
C 3.756 1.892 1.283
H 3.346 4.479 -0.873
H 4.622 2.983 -2.586
H 5.339 0.795 -1.806
H 4.977 0.283 0.814
H 3.630 1.618 2.260
O -3.210 -0.987 1.304
N -3.937 -1.980 0.841
O -5.015 -2.176 1.396
C -3.399 -2.778 -0.242
C -4.285 -4.012 -0.645
C -3.886 -4.919 -1.777
C -2.469 -4.578 -2.408
C -1.732 -3.388 -2.058
C -2.189 -2.406 -1.047
H -5.169 -4.290 -0.141
H -4.553 -5.868 -2.260
H -2.165 -5.224 -3.194
H -1.117 -3.263 -3.029
H -1.744 -1.454 -0.706
O -1.548 -0.312 8.789
N -1.355 -0.905 7.642
O -1.391 -2.108 7.394
C -1.140 0.002 6.597
C -0.487 1.429 6.797
C -0.051 2.189 5.629
C -0.004 1.388 4.289
C -0.711 0.263 4.067
C -1.346 -0.475 5.199
H -0.173 1.889 7.796
H 0.583 3.123 5.752
H 0.374 1.947 3.539
H -0.864 -0.118 3.138
H -1.465 -1.479 4.926
O -0.384 -6.636 -0.352
N -0.462 -5.681 0.472
O -1.401 -5.702 1.365
C 0.565 -4.646 0.535
C 0.374 -3.317 1.363
C 1.410 -2.257 1.474
C 2.638 -2.387 0.562
C 2.708 -3.451 -0.330
C 1.753 -4.622 -0.456
H -0.306 -3.346 2.102
H 1.167 -1.385 2.256
H 3.305 -1.601 0.377
H 3.437 -3.494 -1.110
H 1.979 -5.536 -1.208
C -2.695 4.096 -5.330
N -1.287 4.058 -4.929
C -0.475 3.223 -5.847
C -0.756 4.675 -3.859
O 0.435 4.630 -3.472
H -2.999 4.023 -6.574
H -2.992 5.296 -5.145
H -3.326 3.384 -4.866
H -0.845 2.570 -6.580
H 0.057 2.475 -5.329
H 0.337 3.916 -6.130
H -1.539 5.072 -3.411
C -0.604 0.948 -2.466
N 0.000 0.840 -1.204
C 1.263 0.342 -1.055
C -0.620 1.411 -0.168
O -0.251 1.416 1.038
H -1.398 1.871 -2.646
H -1.284 -0.042 -2.545
H 0.119 0.970 -3.253
H 1.598 -0.598 -1.332
H 1.359 0.158 -0.055
H 2.016 1.155 -1.401
H -1.641 1.885 -0.280



Entry 3:
11
Properties=species:S:1:pos:R:3 method="wB97M-V/def2-TZVPD" relative_energy_ev=0.735 lumo_energy_ev=0.12 smiles="CC=O.SS" e_tot_ev=-25887.961 e_homo_ev=-9.746 largest_force_ha_per_bohr=0.06277
C 0.163 -2.529 1.592
C -0.895 -1.583 2.008
O -1.868 -1.833 2.654
H 0.505 -2.485 0.549
H -0.150 -3.601 1.567
H 0.967 -2.552 2.405
H -0.741 -0.628 1.601
S 1.674 4.020 -2.760
S -0.101 2.990 -3.044
H 1.031 5.175 -2.289
H -0.585 3.026 -4.283